Entry from the Open Molecules 2025 dataset: a 2-piece molecular cluster, C28H59BrN4O overall at a distorted geometry (wB97M-V/def2-TZVPD).

Structure (ORCA input):
```
! RIJCOSX wB97M-V def2-TZVPD def2/J DEFGRID3
* xyz 0 1
C -5.71 6.71 -1.66
C -6.61 5.92 -0.71
C -6.39 4.40 -0.83
C -5.92 3.74 0.48
C -4.38 3.71 0.59
C -3.95 2.71 1.66
C -2.44 2.55 1.76
C -2.03 1.76 3.01
C -0.68 1.04 2.81
C -0.90 -0.43 2.43
C 0.41 -1.11 2.01
C 0.37 -2.64 2.10
C -0.84 -3.30 1.42
C -0.47 -4.45 0.47
C 0.48 -3.99 -0.67
C 0.49 -4.99 -1.83
C 1.07 -4.49 -3.18
C 0.85 -3.01 -3.49
C 1.99 -2.09 -3.01
C 3.29 -2.30 -3.81
N 4.36 -3.00 -3.04
C 5.00 -2.21 -2.07
N 5.33 -0.87 -2.26
C 4.34 0.13 -1.81
C 4.42 1.48 -2.56
C 4.04 2.64 -1.64
Br 6.20 1.78 -3.28
N 5.35 -2.83 -0.98
N 6.12 -2.25 0.04
C 5.47 -1.92 1.08
C 4.01 -2.08 1.30
C 6.25 -1.27 2.18
H -5.91 6.46 -2.71
H -4.67 6.44 -1.46
H -5.81 7.79 -1.51
H -6.36 6.24 0.30
H -7.65 6.19 -0.88
H -5.62 4.24 -1.59
H -7.30 3.90 -1.18
H -6.33 2.75 0.63
H -6.27 4.32 1.33
H -3.93 3.43 -0.37
H -4.05 4.72 0.87
H -4.37 1.74 1.39
H -4.35 2.99 2.64
H -2.10 1.98 0.89
H -1.92 3.51 1.74
H -1.99 2.42 3.87
H -2.80 1.00 3.18
H -0.14 1.52 1.99
H -0.05 1.09 3.70
H -1.55 -0.42 1.55
H -1.37 -0.97 3.24
H 1.22 -0.77 2.66
H 0.67 -0.81 0.99
H 1.29 -3.04 1.69
H 0.37 -2.91 3.16
H -1.47 -3.71 2.21
H -1.43 -2.58 0.86
H -1.37 -4.82 -0.01
H -0.01 -5.26 1.04
H 0.15 -3.00 -0.97
H 1.49 -3.94 -0.26
H 1.11 -5.82 -1.50
H -0.50 -5.41 -1.99
H 0.58 -5.06 -3.98
H 2.13 -4.75 -3.26
H -0.10 -2.65 -3.11
H 0.81 -2.89 -4.58
H 1.67 -1.05 -3.12
H 2.18 -2.26 -1.94
H 3.67 -1.36 -4.21
H 3.07 -2.94 -4.66
H 5.08 -3.27 -3.70
H 6.23 -0.70 -1.84
H 4.51 0.34 -0.75
H 3.34 -0.28 -1.90
H 3.72 1.45 -3.39
H 2.97 2.87 -1.71
H 4.58 3.54 -1.92
H 4.27 2.44 -0.60
H 5.15 -3.82 -0.93
H 3.81 -2.51 2.28
H 3.56 -1.09 1.30
H 3.50 -2.67 0.55
H 7.32 -1.34 1.98
H 5.99 -1.71 3.14
H 5.97 -0.22 2.21
C -6.12 2.28 4.40
O -6.96 2.94 3.60
H -5.58 1.39 3.94
H -5.26 2.88 4.82
H -6.56 1.83 5.34
*
```

Results
DFT total energy (a.u.): -3970.2928
Energy above the lowest of the compared OMol25 structures with the same formula, charge and spin (eV): 0.0000
HOMO-LUMO gap (eV): 1.2926
E_LUMO (eV): -2.164
M (g mol⁻¹): 547.7